Below is a single C2H3N3O molecule in a non-equilibrium geometry, with properties calculated with ωB97M-V with the def2-TZVPD basis set.

Output
* max |F|: 0.128 hartree/bohr
* SMILES string: N1=NC1[C@@H]1NO1
* relative energy (zero: lowest compared OMol25 entry of this formula, charge and spin): 6.411 eV
* orbital gap: 10.464 eV

```
9
Properties=species:S:1:pos:R:3:forces:R:3
N 2.491050 -0.763092 0.015830 1.0144 -1.4808 -0.0885
N 2.367511 0.349317 -0.435543 0.8499 1.2302 -1.6739
C 1.196297 -0.182649 0.160031 -4.0514 -1.5169 -0.5013
C -0.276488 -0.817318 -0.587065 4.6248 4.3489 1.7567
N -1.411512 -0.014162 -0.302232 -1.7592 -2.2301 -3.7509
O -1.103479 -1.201723 0.408555 -0.5117 -2.7159 0.6227
H 1.060678 0.189289 1.148545 -1.0536 0.1544 0.7074
H -0.132790 -1.074907 -1.626037 -0.3679 -1.2517 0.0739
H -1.298572 0.690429 0.302123 1.2548 3.4619 2.8538
```
Forces are in eV/Å.

Per-atom natural (NBO) charges, elementary charge units: -0.05, -0.06, -0.11, 0.20, -0.32, -0.35, 0.17, 0.20, 0.33